Formula: C4H6N2O
Source: the Open Molecules 2025 dataset
Level of theory: ωB97M-V/def2-TZVPD

XYZ file:
```
13
Properties=species:S:1:pos:R:3:forces:R:3:nbo_charge:R:1
N 0.0961 -1.2792 1.6919 -0.2 -0.1 0.0 -0.840
C 0.1227 -0.3654 0.6187 -0.1 0.2 -0.3 0.178
C -0.6481 -0.2130 -0.5102 0.2 0.1 0.2 0.198
O -1.7374 -0.9989 -0.7841 0.0 0.0 -0.2 -0.677
C -0.1184 0.8694 -1.2659 0.0 0.0 0.0 -0.371
C 0.9577 1.3556 -0.5605 -0.1 0.0 -0.2 -0.057
N 1.1040 0.6051 0.5632 0.0 0.0 0.3 -0.501
H 0.3665 -2.2108 1.3879 -0.1 0.1 0.1 0.372
H -0.8309 -1.3418 2.0988 0.1 0.0 0.0 0.375
H -2.1337 -0.7063 -1.6136 0.1 -0.1 0.2 0.480
H -0.4661 1.2359 -2.2226 0.0 -0.1 0.1 0.218
H 1.6479 2.1485 -0.7996 -0.1 0.0 0.0 0.210
H 1.6090 0.8852 1.3906 0.1 -0.2 -0.2 0.416
```
Forces are in eV/Å.

Properties
**Frontier orbital gap**: 8.6 eV
**SMILES**: Nc1[nH]ccc1O
**Electronic energy**: -9272.5366 eV
**F_max**: 0.37 eV Å⁻¹
**LUMO level**: 0.033 Eh
**Relative energy (zero: lowest compared OMol25 entry of this formula, charge and spin)**: 93.13 kJ/mol